The molecule C17H17N3O2S. Source: the OMol25 dataset; level of theory: the ωB97M-V functional and the def2-TZVPD basis.

```
40
Properties=species:S:1:pos:R:3:forces:R:3
C 4.92043 2.35857 -3.11189 -0.040 -0.019 0.022
C 3.56015 1.84813 -2.74467 -0.149 -0.013 -0.054
C 2.51999 1.97011 -3.64852 -0.294 -0.029 -0.124
C 1.27388 1.48734 -3.28516 0.433 -0.301 0.959
O 0.13179 1.50547 -4.01152 0.106 0.231 -0.440
C -0.81697 0.92313 -3.24388 -0.065 -0.308 0.832
C -0.34092 0.52710 -2.03595 -0.344 0.181 -0.413
C -1.08984 -0.15800 -0.94216 0.101 0.202 -0.428
C -1.77797 -1.41040 -1.43465 -0.123 -0.196 0.282
O -1.77203 -1.79852 -2.57593 0.014 0.042 -0.142
N -2.46494 -2.15162 -0.49151 -0.179 -0.546 -0.614
C -2.70778 -1.99783 0.84020 0.322 0.879 0.987
N -3.44383 -2.84780 1.47745 0.106 -0.497 -1.721
N -3.59605 -2.57447 2.76175 -0.306 0.143 1.587
C -2.99302 -1.51778 3.16660 0.429 0.306 -0.775
C -3.00758 -0.99947 4.52632 -0.006 0.161 0.392
C -3.10126 -1.97907 5.67150 0.105 -0.017 0.101
C -4.27674 -1.13245 5.33488 -0.081 0.117 0.060
S -2.10567 -0.70077 1.87238 -0.608 -0.836 0.146
C 1.04722 0.88576 -2.03457 0.121 0.331 -0.628
C 2.10240 0.77151 -1.13374 -0.081 0.041 -0.154
C 3.34979 1.24765 -1.48525 -0.033 -0.042 0.072
C 4.49158 1.12453 -0.52083 -0.024 0.018 -0.056
H 5.24859 3.12288 -2.40822 0.106 0.063 0.016
H 4.91107 2.78892 -4.10960 0.052 0.037 -0.054
H 5.65284 1.55234 -3.08979 0.125 -0.005 -0.014
H 2.66934 2.42663 -4.61438 0.058 0.070 -0.127
H -1.79629 0.83780 -3.67207 -0.087 -0.010 -0.159
H -0.39747 -0.42155 -0.13965 -0.070 0.007 0.030
H -1.85083 0.50881 -0.52306 0.055 -0.080 0.081
H -2.91153 -2.98164 -0.87280 0.091 0.154 0.006
H -2.40921 -0.10888 4.66578 -0.046 -0.020 0.129
H -3.14423 -3.02444 5.41041 -0.022 -0.062 -0.117
H -2.53399 -1.75842 6.56254 0.019 0.084 0.053
H -5.11401 -1.60604 4.84759 -0.008 -0.074 -0.118
H -4.53812 -0.31394 5.98770 0.050 0.059 0.065
H 1.94984 0.31332 -0.16699 0.024 -0.052 0.135
H 4.16657 0.64764 0.40023 0.023 -0.025 0.068
H 5.29655 0.53013 -0.95152 0.123 -0.030 0.042
H 4.89825 2.10532 -0.27702 0.104 0.039 0.071
```
Forces are in eV/Å.

The electronic energy is -37304.5503 eV. The calculation puts the orbital gap at 0.314 Ha. As for the spin multiplicity: 1. For the HOMO energy, the calculation gives -8.17 eV. The energy above the lowest of the compared OMol25 structures with the same formula, charge and spin is 65.7 kcal/mol. The lowest unoccupied orbital energy comes out at 0.014 Ha. As for the SMILES: Cc1cc2occ(CC(=O)Nc3nnc(C4CC4)s3)c2cc1C.

Let us look at the Löwdin charges, expressed in e, one per atom: atom 1 (C): -0.050, atom 2 (C): -0.231, atom 3 (C): 0.050, atom 4 (C): -0.202, atom 5 (O): 0.079, atom 6 (C): -0.034, atom 7 (C): -0.150, atom 8 (C): -0.087, atom 9 (C): -0.442, atom 10 (O): 0.105, atom 11 (N): 0.112, atom 12 (C): -0.584, atom 13 (N): 0.005, atom 14 (N): 0.009, atom 15 (C): -0.560, atom 16 (C): -0.294, atom 17 (C): -0.105, atom 18 (C): -0.105, atom 19 (S): 1.104, atom 20 (C): -0.109, atom 21 (C): 0.024, atom 22 (C): -0.235, atom 23 (C): -0.051, atom 24 (H): 0.082, atom 25 (H): 0.076, atom 26 (H): 0.083, atom 27 (H): 0.123, atom 28 (H): 0.139, atom 29 (H): 0.093, atom 30 (H): 0.112, atom 31 (H): 0.163, atom 32 (H): 0.126, atom 33 (H): 0.103, atom 34 (H): 0.100, atom 35 (H): 0.103, atom 36 (H): 0.100, atom 37 (H): 0.112, atom 38 (H): 0.074, atom 39 (H): 0.082, atom 40 (H): 0.081

---

The molecule C17H17N3O4. Source: the OMol25 dataset; level of theory: the ωB97M-V functional and the def2-TZVPD basis.

```
41
Properties=species:S:1:pos:R:3:forces:R:3
C 2.91375 2.59016 -5.23750 -0.772 0.530 -0.100
O 1.50448 2.35808 -5.29508 -0.014 0.349 0.211
C 0.82349 2.12173 -4.12122 0.241 -0.409 -0.113
C -0.55438 2.25823 -4.16937 -0.680 0.110 0.944
C -1.32161 1.98894 -3.01822 -0.094 -0.044 -0.773
C -0.74389 1.59089 -1.80754 1.586 0.807 -1.859
N -1.53947 1.39910 -0.71966 -1.032 -0.227 2.445
N -1.06491 0.97774 0.49615 -2.067 -0.020 -0.025
C -1.91011 0.93967 1.51897 1.970 0.267 -2.046
C -3.30130 1.45948 1.44809 0.053 1.502 0.010
N -4.13156 0.32817 1.06344 -1.691 -0.175 -1.883
O -4.70488 0.48035 -0.01391 1.212 -0.173 1.985
C -1.40099 0.40446 2.80388 -0.648 0.336 1.453
O -1.80187 0.90753 3.85420 0.104 -0.019 -0.949
C -0.52005 -0.76688 2.88457 0.717 -1.096 -1.641
C 0.25013 -0.92262 4.02687 0.835 -1.505 0.875
C 1.04325 -2.07922 4.21328 -0.246 0.877 -0.528
C 1.14531 -3.05936 3.21742 0.269 0.637 1.075
O 2.01421 -4.07181 3.53854 -0.261 -0.829 -1.137
C 2.32859 -5.06069 2.50247 -0.666 -0.281 1.303
C 0.40324 -2.88736 2.07099 -0.735 0.377 -1.086
C -0.41838 -1.75569 1.86401 0.222 0.021 1.312
C 0.64646 1.49136 -1.77857 -0.582 -0.485 0.374
C 1.39811 1.66801 -2.92909 -0.619 0.488 -0.148
H 3.17564 3.35857 -4.50596 -0.098 -0.078 0.101
H 3.39460 1.67198 -5.01400 0.766 -0.854 0.329
H 3.24721 2.92953 -6.21998 -0.303 -0.081 0.054
H -1.04098 2.61876 -5.07466 0.153 -0.203 0.184
H -2.40964 2.06296 -3.10601 0.284 0.059 0.114
H -2.46194 1.82740 -0.80786 0.241 -0.446 0.339
H -3.39962 2.28238 0.71962 -0.045 -0.293 0.120
H -3.59989 1.90069 2.41556 0.022 -0.749 -0.144
H 0.18372 -0.16403 4.80008 0.097 -0.130 -0.064
H 1.70105 -2.27181 5.04917 -0.226 0.460 0.371
H 3.01101 -5.83856 2.93518 -0.756 0.942 -0.155
H 2.81846 -4.55628 1.70940 0.583 0.427 -0.887
H 1.41833 -5.54802 2.10283 0.358 0.205 0.386
H 0.44701 -3.63035 1.29885 -0.038 -0.214 -0.340
H -1.04170 -1.68217 0.97203 0.354 -0.043 0.195
H 1.06946 1.21366 -0.81821 0.361 -0.032 -0.299
H 2.42962 1.46503 -2.86876 1.146 -0.007 -0.006
```
Forces are in eV/Å.

The electronic energy is -30560.2828 eV. The calculation puts the orbital gap at 0.267 Ha. As for the spin multiplicity: 1. For the HOMO energy, the calculation gives -7.82 eV. The energy above the lowest of the compared OMol25 structures with the same formula, charge and spin is 99.8 kcal/mol. The lowest unoccupied orbital energy comes out at -0.021 Ha. As for the SMILES: COc1ccc(N/N=C(\CN=O)C(=O)c2ccc(OC)cc2)cc1.

Let us look at the Löwdin charges, expressed in e, one per atom: atom 1 (C): -0.072, atom 2 (O): -0.097, atom 3 (C): -0.286, atom 4 (C): -0.001, atom 5 (C): -0.016, atom 6 (C): -0.276, atom 7 (N): 0.020, atom 8 (N): 0.162, atom 9 (C): -0.204, atom 10 (C): -0.160, atom 11 (N): -0.003, atom 12 (O): -0.004, atom 13 (C): -0.311, atom 14 (O): 0.075, atom 15 (C): -0.168, atom 16 (C): 0.003, atom 17 (C): 0.021, atom 18 (C): -0.292, atom 19 (O): -0.090, atom 20 (C): -0.046, atom 21 (C): -0.017, atom 22 (C): 0.012, atom 23 (C): -0.017, atom 24 (C): -0.015, atom 25 (H): 0.098, atom 26 (H): 0.072, atom 27 (H): 0.092, atom 28 (H): 0.121, atom 29 (H): 0.113, atom 30 (H): 0.122, atom 31 (H): 0.115, atom 32 (H): 0.138, atom 33 (H): 0.119, atom 34 (H): 0.116, atom 35 (H): 0.105, atom 36 (H): 0.073, atom 37 (H): 0.092, atom 38 (H): 0.097, atom 39 (H): 0.111, atom 40 (H): 0.106, atom 41 (H): 0.093

---

The highest energy above the lowest of the compared OMol25 structures with the same formula, charge and spin belongs to which entry? C17H17N3O4